[1]
The following is a DFT calculation (wB97M-V/def2-TZVPD) of a molecular structure, C16H16B2Ba2Br8O16 in a non-equilibrium geometry.

Cartesian coordinates (Å):
Ba  4.748  -4.767  4.079
Ba  -3.580  1.622  2.627
O  3.992  -2.135  -0.441
C  2.973  -1.952  0.245
O  2.019  -1.017  0.069
B  0.957  -1.079  1.072
O  1.424  -2.138  2.021
C  2.532  -2.709  1.582
O  3.193  -3.585  2.180
O  -0.348  -1.365  0.478
C  -1.185  -0.411  0.846
O  -2.391  -0.233  0.682
C  -0.399  0.549  1.807
O  0.809  0.215  1.767
O  -0.824  1.573  2.365
O  -2.335  3.922  1.434
C  -3.090  4.897  1.294
O  -2.936  6.044  0.722
B  -4.168  6.835  0.549
O  -5.228  5.953  1.185
C  -4.666  4.809  1.542
O  -5.232  3.782  1.961
O  -4.076  8.095  1.334
C  -4.082  9.114  0.473
O  -4.094  10.356  0.780
C  -4.340  8.534  -0.923
O  -4.348  7.185  -0.851
O  -4.513  9.115  -1.985
Br  6.797  -2.807  1.078
C  7.412  -1.701  -0.479
C  8.347  -2.443  -1.384
Br  8.908  -1.095  -2.767
H  8.049  -0.986  0.042
H  6.498  -1.370  -0.973
H  7.732  -3.217  -1.843
H  9.216  -2.856  -0.871
Br  -3.432  -2.574  2.882
C  -2.138  -4.140  2.857
C  -1.765  -4.549  1.420
Br  -0.273  -5.876  1.577
H  -2.683  -5.019  3.202
H  -1.270  -3.967  3.493
H  -1.383  -3.690  0.869
H  -2.554  -5.036  0.846
Br  4.887  -4.823  -1.710
C  4.868  -3.689  -3.339
C  3.511  -3.097  -3.602
Br  3.624  -1.807  -5.097
H  5.283  -4.360  -4.091
H  5.627  -2.944  -3.102
H  3.010  -2.651  -2.742
H  2.805  -3.838  -3.976
Br  -6.118  0.826  0.583
C  -6.022  0.863  -1.361
C  -4.527  0.788  -1.750
Br  -3.535  2.277  -0.866
H  -6.548  1.728  -1.765
H  -6.679  0.091  -1.761
H  -4.397  0.900  -2.827
H  -4.062  -0.147  -1.437

As for the total charge: +2. The energy above the lowest of the compared OMol25 structures with the same formula, charge and spin is 328.78 kJ/mol.

Charges computed using Löwdin, reported in e: number 1, Ba, carries 1.90; number 2, Ba, carries 1.79; number 3, O, carries 0.03; number 4, C, carries -0.27; number 5, O, carries 0.25; number 6, B, carries -0.83; number 7, O, carries 0.24; number 8, C, carries -0.29; number 9, O, carries -0.20; number 10, O, carries 0.26; number 11, C, carries -0.35; number 12, O, carries -0.08; number 13, C, carries -0.40; number 14, O, carries 0.30; number 15, O, carries -0.04; number 16, O, carries -0.09; number 17, C, carries -0.39; number 18, O, carries 0.28; number 19, B, carries -0.83; number 20, O, carries 0.26; number 21, C, carries -0.35; number 22, O, carries -0.12; number 23, O, carries 0.22; number 24, C, carries -0.29; number 25, O, carries 0.10; number 26, C, carries -0.33; number 27, O, carries 0.23; number 28, O, carries 0.16; number 29, Br, carries 0.51; number 30, C, carries -0.63; number 31, C, carries -0.63; number 32, Br, carries 0.65; number 33, H, carries 0.05; number 34, H, carries 0.05; number 35, H, carries 0.03; number 36, H, carries 0.07; number 37, Br, carries 0.61; number 38, C, carries -0.61; number 39, C, carries -0.61; number 40, Br, carries 0.60; number 41, H, carries 0.06; number 42, H, carries 0.04; number 43, H, carries 0.03; number 44, H, carries 0.07; number 45, Br, carries 0.59; number 46, C, carries -0.64; number 47, C, carries -0.67; number 48, Br, carries 0.64; number 49, H, carries 0.06; number 50, H, carries 0.03; number 51, H, carries 0.04; number 52, H, carries 0.05; number 53, Br, carries 0.61; number 54, C, carries -0.60; number 55, C, carries -0.57; number 56, Br, carries 0.72; number 57, H, carries 0.08; number 58, H, carries 0.07; number 59, H, carries 0.07; number 60, H, carries 0.05

---

[2]
The following is a DFT calculation (wB97M-V/def2-TZVPD) of a single C3H7NO2 molecule in a non-equilibrium geometry.

Cartesian coordinates (Å):
C  0.556  1.207  -0.285
C  -0.025  0.055  0.558
N  0.747  -1.143  0.045
C  -1.489  -0.151  0.216
O  -2.303  0.789  0.082
O  -1.644  -1.385  -0.266
H  1.535  1.322  -0.104
H  0.228  1.098  -1.398
H  0.173  2.187  -0.021
H  0.148  0.256  1.616
H  1.073  -1.774  0.757
H  1.531  -0.956  -0.631
H  -0.530  -1.505  -0.569

As for the structure (SMILES): C[C@H](N)C(=O)O. The energy above the lowest of the compared OMol25 structures with the same formula, charge and spin is 169.51 kJ/mol.

Charges computed using Löwdin, reported in e: number 1, C, carries -0.05; number 2, C, carries -0.28; number 3, N, carries 0.03; number 4, C, carries -0.52; number 5, O, carries 0.05; number 6, O, carries 0.01; number 7, H, carries 0.03; number 8, H, carries 0.14; number 9, H, carries 0.08; number 10, H, carries 0.15; number 11, H, carries 0.10; number 12, H, carries 0.13; number 13, H, carries 0.14

---

[3]
The following is a DFT calculation (wB97M-V/def2-TZVPD) of a single C28H23F3N2O4 molecule in a non-equilibrium geometry.

Cartesian coordinates (Å):
C  1.213  5.840  -0.160
C  2.141  4.674  -0.151
C  3.528  4.802  -0.108
C  4.265  3.630  -0.106
N  3.710  2.429  -0.142
C  2.387  2.408  -0.177
O  1.809  1.212  -0.203
C  0.393  1.245  -0.295
C  -0.203  2.323  0.614
O  -1.158  2.993  0.318
O  0.320  2.297  1.843
C  -0.237  -0.136  0.088
O  0.109  -0.499  1.409
C  1.377  -1.108  1.617
C  1.368  -2.596  1.366
C  2.352  -3.196  0.595
C  2.322  -4.560  0.361
C  1.308  -5.335  0.896
C  0.328  -4.743  1.675
C  0.361  -3.382  1.912
C  0.093  -1.240  -0.907
C  -0.690  -2.391  -0.864
C  -0.419  -3.459  -1.697
C  0.636  -3.392  -2.590
C  1.413  -2.250  -2.643
C  1.147  -1.178  -1.806
C  -1.743  0.107  0.066
C  -2.394  0.294  -1.148
C  -3.751  0.548  -1.184
C  -4.467  0.616  0.004
C  -5.948  0.861  -0.025
F  -6.649  -0.294  -0.029
F  -6.352  1.539  -1.108
F  -6.385  1.549  1.041
C  -3.829  0.419  1.220
C  -2.470  0.169  1.246
N  1.592  3.468  -0.192
H  1.405  6.482  0.697
H  0.186  5.486  -0.136
H  1.368  6.430  -1.062
H  4.000  5.769  -0.076
H  5.347  3.636  -0.074
H  0.097  1.498  -1.322
H  -0.147  2.931  2.409
H  2.152  -0.625  1.017
H  1.586  -0.916  2.676
H  3.141  -2.592  0.171
H  3.090  -5.018  -0.244
H  1.282  -6.398  0.708
H  -0.463  -5.345  2.099
H  -0.404  -2.911  2.513
H  -1.510  -2.447  -0.165
H  -1.032  -4.346  -1.644
H  0.852  -4.227  -3.240
H  2.239  -2.189  -3.337
H  1.780  -0.307  -1.852
H  -1.840  0.233  -2.072
H  -4.254  0.701  -2.126
H  -4.393  0.472  2.139
H  -1.959  0.020  2.183

As for the structure (SMILES): Cc1ccnc(O[C@H](C(=O)O)[C@](OCc2ccccc2)(c2ccccc2)c2ccc(C(F)(F)F)cc2)n1.

Charges computed using Löwdin, reported in e: number 1, C, carries -0.01; number 2, C, carries -0.28; number 3, C, carries -0.01; number 4, C, carries -0.11; number 5, N, carries 0.16; number 6, C, carries -0.38; number 7, O, carries 0.04; number 8, C, carries -0.12; number 9, C, carries -0.53; number 10, O, carries 0.11; number 11, O, carries 0.14; number 12, C, carries -0.31; number 13, O, carries -0.07; number 14, C, carries -0.11; number 15, C, carries -0.21; number 16, C, carries -0.04; number 17, C, carries -0.08; number 18, C, carries -0.10; number 19, C, carries -0.08; number 20, C, carries -0.05; number 21, C, carries -0.15; number 22, C, carries -0.02; number 23, C, carries -0.06; number 24, C, carries -0.08; number 25, C, carries -0.07; number 26, C, carries -0.02; number 27, C, carries -0.16; number 28, C, carries 0.00; number 29, C, carries 0.02; number 30, C, carries -0.12; number 31, C, carries -0.59; number 32, F, carries 0.13; number 33, F, carries 0.14; number 34, F, carries 0.14; number 35, C, carries 0.01; number 36, C, carries 0.01; number 37, N, carries 0.18; number 38, H, carries 0.09; number 39, H, carries 0.08; number 40, H, carries 0.09; number 41, H, carries 0.11; number 42, H, carries 0.11; number 43, H, carries 0.18; number 44, H, carries 0.15; number 45, H, carries 0.12; number 46, H, carries 0.14; number 47, H, carries 0.12; number 48, H, carries 0.10; number 49, H, carries 0.10; number 50, H, carries 0.10; number 51, H, carries 0.12; number 52, H, carries 0.13; number 53, H, carries 0.11; number 54, H, carries 0.10; number 55, H, carries 0.10; number 56, H, carries 0.11; number 57, H, carries 0.13; number 58, H, carries 0.12; number 59, H, carries 0.12; number 60, H, carries 0.13

---

[4]
The following is a DFT calculation (wB97M-V/def2-TZVPD) of a single C8H13P molecule in a non-equilibrium geometry.

Cartesian coordinates (Å):
C  -2.871  2.404  0.205
C  -2.051  1.541  0.035
C  -1.015  0.617  0.280
C  -0.148  0.935  1.497
C  0.818  -0.144  1.805
C  1.749  -0.377  0.687
C  1.259  -0.816  -0.644
P  0.256  0.607  -1.429
C  -1.065  -0.148  -2.553
H  -3.440  3.219  -0.069
H  -1.438  -0.347  0.444
H  -0.742  0.954  2.334
H  0.281  1.998  1.400
H  -0.020  -0.935  1.891
H  1.409  0.138  2.661
H  2.318  0.597  0.762
H  2.575  -1.024  1.104
H  2.139  -1.111  -1.266
H  0.569  -1.689  -0.464
H  -1.561  0.577  -3.057
H  -1.752  -0.755  -1.851
H  -0.557  -0.883  -3.316

As for the structure (SMILES): C#C[C@@H]1CCCCP1C. The energy above the lowest of the compared OMol25 structures with the same formula, charge and spin is 155.13 kJ/mol.

Charges computed using Löwdin, reported in e: number 1, C, carries 0.13; number 2, C, carries -0.21; number 3, C, carries -0.42; number 4, C, carries -0.27; number 5, C, carries -0.26; number 6, C, carries -0.35; number 7, C, carries -0.40; number 8, P, carries 0.99; number 9, C, carries -0.32; number 10, H, carries 0.00; number 11, H, carries 0.10; number 12, H, carries 0.08; number 13, H, carries 0.15; number 14, H, carries 0.15; number 15, H, carries 0.12; number 16, H, carries 0.13; number 17, H, carries 0.12; number 18, H, carries 0.08; number 19, H, carries 0.10; number 20, H, carries -0.04; number 21, H, carries 0.06; number 22, H, carries 0.07

---

no.,electronic energy (eV),E_HOMO (eV),M (g mol⁻¹)
1,-612689.1973,-12.04,1399.80
2,-8808.7720,-9.75,89.09
3,-48733.0624,-8.71,508.50
4,-17791.9222,-8.76,140.17